# 1
Entry from the OMol25 dataset: an isolated molecule of C3H4ClNOS (the ωB97M-V functional and the def2-TZVPD basis).

Properties
frontier orbital gap: 0.3136 Eh
spin multiplicity: 1
SMILES: O/N=C/[C@H](Cl)C=S
LUMO: -0.60 eV
molar mass: 137.6 Da
electronic energy: -1105.00198 hartree
max |F|: 1.87 eV/Å

```
11
Properties=species:S:1:pos:R:3:forces:R:3:nbo_charge:R:1
O 0.295 2.495 -0.786 -0.498 -0.141 1.776 -0.546
N 0.209 1.123 -0.708 -0.204 -0.500 0.886 -0.110
C -0.114 0.742 0.469 0.155 0.214 -1.030 0.020
C -0.285 -0.718 0.735 0.403 -0.135 -0.341 -0.296
Cl 0.839 -1.185 2.079 -0.115 0.031 -0.104 -0.046
C 0.044 -1.573 -0.465 -0.965 -0.238 0.225 -0.263
S -1.011 -2.563 -1.167 0.207 0.237 0.200 0.111
H 0.554 2.653 -1.665 0.507 0.304 -1.779 0.477
H -0.289 1.454 1.263 -0.012 0.134 0.215 0.201
H -1.286 -0.941 1.078 -0.177 -0.027 0.130 0.246
H 1.042 -1.486 -0.833 0.699 0.121 -0.177 0.207
```
Forces are in eV/Å.

***

# 2
Entry from the OMol25 dataset: an isolated molecule of C8H8N2O2 (the ωB97M-V functional and the def2-TZVPD basis).

Properties
frontier orbital gap: 0.3148 Eh
spin multiplicity: 1
SMILES: COc1ccn(C)c(=O)c1C#N
LUMO: -0.26 eV
molar mass: 164.2 Da
electronic energy: -569.53977 hartree
max |F|: 7.51 eV/Å

```
20
Properties=species:S:1:pos:R:3:forces:R:3:nbo_charge:R:1
C -0.140 3.201 -0.196 -0.817 1.123 0.709 -0.280
O -1.078 2.178 0.195 1.338 -1.424 0.210 -0.502
C -0.556 0.851 0.258 -0.290 3.119 -1.074 0.410
C 0.912 0.697 0.003 -0.409 0.194 0.653 -0.384
C 1.563 -0.496 -0.113 -2.002 0.658 0.518 0.090
N 0.643 -1.505 0.015 1.075 -3.108 -0.756 -0.420
C 1.171 -2.934 -0.020 -0.290 2.696 2.111 -0.403
C -0.749 -1.465 0.117 -3.998 0.237 0.216 0.663
O -1.437 -2.490 0.005 1.582 0.977 0.279 -0.618
C -1.529 -0.108 0.345 7.096 -2.419 -0.493 -0.293
C -2.874 0.084 0.231 -1.214 0.084 -0.393 0.266
N -3.962 0.316 -0.036 -0.856 0.049 0.152 -0.266
H 0.427 2.776 -1.071 -0.515 1.449 0.698 0.197
H 0.477 3.484 0.689 0.256 -0.649 -0.740 0.181
H -0.726 4.200 -0.303 0.708 -2.082 -0.688 0.219
H 1.469 1.594 0.000 0.470 0.554 -0.026 0.231
H 2.688 -0.715 -0.262 -2.311 0.446 0.290 0.247
H 0.469 -3.577 -0.409 -1.284 -1.124 -1.807 0.248
H 2.138 -2.881 -0.480 0.368 -0.490 0.050 0.201
H 1.094 -3.208 1.034 1.093 -0.288 0.090 0.213
```
Forces are in eV/Å.

***

# 3
Entry from the OMol25 dataset: a structure of composition C34H44InN4O (the ωB97M-V functional and the def2-TZVPD basis).

Properties
frontier orbital gap: 0.1652 Eh
spin multiplicity: 1
LUMO: 2.51 eV
molar mass: 639.6 Da
electronic energy: -1806.30681 hartree
charge: -1
max |F|: 3.09 eV/Å

```
84
Properties=species:S:1:pos:R:3:forces:R:3:mulliken_charge:R:1
In 0.342 0.478 -1.205 1.858 -0.108 1.864 0.113
N -1.114 2.563 -0.138 0.730 -0.564 -0.477 0.102
N -2.432 0.121 -1.678 1.037 -0.266 -2.301 0.532
C 0.807 -2.927 -0.459 -0.086 0.822 1.039 0.803
C -0.381 -2.780 0.315 1.260 0.743 0.274 -0.051
C -0.053 -2.030 1.480 1.078 -0.219 -1.202 0.688
C -0.984 -1.603 2.538 -0.377 0.447 0.578 -0.638
H -1.985 -2.024 2.379 0.084 0.085 0.107 0.388
H -1.057 -0.500 2.573 -0.191 -0.507 0.041 -0.408
H -0.627 -1.934 3.528 -0.206 0.014 0.031 0.368
C 1.330 -1.694 1.412 -0.881 -0.714 -0.997 0.639
C 2.083 -0.849 2.360 0.252 0.196 0.469 -0.688
H 2.665 -1.461 3.068 0.061 0.207 0.108 0.320
H 1.403 -0.200 2.928 0.191 -0.120 -0.045 -0.253
H 2.792 -0.198 1.828 -0.040 -0.021 0.143 0.150
C 1.861 -2.256 0.222 -1.304 0.050 0.283 0.100
C 3.253 -2.102 -0.248 0.464 -0.177 -0.029 -1.746
H 3.627 -1.086 -0.064 0.048 -0.080 -0.111 0.315
H 3.334 -2.313 -1.321 0.092 0.086 0.074 0.355
H 3.924 -2.797 0.280 0.189 0.095 -0.133 0.236
C -1.736 -3.252 -0.030 -0.501 -0.304 0.055 -1.729
H -2.106 -3.960 0.729 -0.186 0.027 -0.205 0.408
H -1.742 -3.763 -1.000 -0.123 0.012 0.084 0.391
H -2.453 -2.418 -0.082 -0.037 -0.175 -0.045 0.047
C 0.938 -3.566 -1.784 0.207 -0.210 -0.444 -1.483
H 1.020 -2.813 -2.586 0.019 -0.224 -0.105 -0.005
H 0.076 -4.205 -2.003 0.117 -0.035 -0.083 0.515
H 1.844 -4.187 -1.831 -0.156 -0.024 -0.157 0.432
C -0.859 3.724 0.453 -1.261 0.141 0.289 -0.661
H 0.145 4.148 0.336 -0.335 -0.144 -0.178 0.430
C -1.830 4.371 1.229 0.510 -0.253 -0.222 -0.550
H -1.584 5.311 1.714 -0.179 -0.094 -0.027 0.415
C -3.086 3.756 1.359 -0.069 -0.244 0.111 -0.426
H -3.880 4.249 1.920 0.145 -0.006 -0.103 0.358
C -3.321 2.513 0.796 0.956 0.036 0.064 -0.846
H -4.277 1.988 0.862 0.286 0.317 0.093 0.435
C -2.249 1.872 0.084 -1.126 0.421 0.286 1.066
C -2.416 0.500 -0.339 -0.401 0.053 1.296 -1.343
H -3.076 -0.133 0.267 0.067 0.533 -0.249 0.299
C -1.371 0.395 -2.509 -2.655 -1.574 -0.070 -0.557
C -3.377 -0.682 -2.346 0.284 1.074 1.177 -0.534
H -4.313 -0.949 -1.888 0.068 -0.049 0.002 0.501
C -2.887 -0.919 -3.566 0.682 -0.450 -0.807 -0.646
H -3.302 -1.507 -4.362 -0.010 0.057 -0.015 0.550
N -1.633 -0.325 -3.653 -1.387 0.419 -0.026 0.494
C -0.619 -0.558 -4.611 1.021 -0.120 0.358 -0.009
C -0.267 -1.883 -4.953 0.488 0.617 -0.017 1.214
C 0.977 -2.092 -5.565 -0.382 0.365 -0.218 -0.963
H 1.278 -3.109 -5.834 -0.113 0.304 0.169 0.243
C 1.837 -1.031 -5.846 -0.203 0.106 0.206 0.678
C 3.182 -1.277 -6.454 0.288 -0.042 -0.127 -1.583
H 3.973 -1.255 -5.692 -0.165 -0.033 -0.132 0.275
H 3.417 -0.504 -7.193 0.030 -0.140 0.050 0.382
H 3.208 -2.254 -6.945 0.095 0.117 0.024 0.379
C 1.455 0.270 -5.512 -0.355 -0.197 -0.075 -1.003
H 2.114 1.110 -5.747 -0.134 -0.272 0.115 0.306
C 0.235 0.530 -4.887 0.063 -0.604 -0.207 1.124
C -0.135 1.940 -4.550 0.188 0.922 0.091 -1.197
H -0.941 2.309 -5.202 0.089 -0.130 0.106 0.297
H 0.743 2.575 -4.719 -0.194 -0.023 -0.068 0.321
H -0.462 2.112 -3.511 0.187 -0.214 -0.575 0.197
C -1.119 -3.059 -4.598 -0.180 -0.656 -0.003 -1.625
H -2.097 -3.020 -5.098 0.261 -0.075 0.177 0.418
H -1.276 -3.157 -3.511 -0.020 0.202 -0.385 0.281
H -0.626 -3.985 -4.931 -0.109 0.287 0.113 0.355
O -0.336 1.509 2.718 0.236 0.994 1.996 -0.341
C -0.077 1.971 3.841 -0.382 -0.786 -1.802 0.077
C -0.590 1.375 5.140 -0.299 -0.201 -0.336 -0.980
C 0.511 0.781 6.023 0.156 -0.168 0.240 -0.455
C 1.232 1.810 6.900 0.081 -0.216 -0.137 -0.752
C 1.990 2.874 6.107 0.100 0.085 0.217 -0.615
C 1.082 3.720 5.213 0.005 -0.265 -0.093 -0.790
N 0.732 3.054 3.965 0.198 0.666 0.021 -0.017
H -1.138 2.158 5.685 0.047 -0.157 0.006 0.587
H -1.307 0.593 4.867 0.189 0.222 -0.062 0.353
H 0.047 0.031 6.679 0.116 0.141 -0.127 0.329
H 1.244 0.237 5.405 -0.258 0.161 0.095 0.272
H 0.498 2.302 7.555 0.087 -0.048 -0.056 0.287
H 1.939 1.277 7.547 -0.098 0.112 -0.011 0.353
H 2.491 3.547 6.813 -0.016 -0.054 -0.015 0.351
H 2.776 2.400 5.504 -0.181 0.127 0.000 0.310
H 0.168 3.969 5.773 0.180 0.144 -0.063 0.283
H 1.591 4.657 4.962 -0.170 -0.168 -0.048 0.433
H 0.960 3.516 3.094 -0.018 -0.273 0.142 0.343
```
Forces are in eV/Å.

***

# 4
Entry from the OMol25 dataset: a cluster of 3 separate species, C6H15NO in total (the ωB97M-V functional and the def2-TZVPD basis).

Properties
frontier orbital gap (alpha / beta): 0.2415 / 0.2413 Eh
spin multiplicity: 1
LUMO (alpha / beta): 0.90 / 0.90 eV
molar mass: 117.2 Da
electronic energy: -367.41281 hartree
max |F|: 3.67 eV/Å

```
23
Properties=species:S:1:pos:R:3:forces:R:3:nbo_charge:R:1
C 0.249 0.241 0.602 1.411 0.850 -0.406 0.442
C 1.176 2.009 -0.890 0.670 0.074 0.474 -0.381
C -0.613 0.499 -0.478 -2.067 -2.829 1.100 -0.354
C -1.757 -1.123 0.080 0.364 1.372 -0.999 -0.492
C -0.074 0.719 1.986 0.148 0.233 -0.035 -0.691
C -1.229 -2.323 -0.656 -0.030 -0.278 0.024 -0.643
N 1.288 -0.606 0.468 -0.396 0.299 -0.078 -0.781
O 2.076 1.070 -1.532 -0.045 0.114 0.051 -0.813
H 2.770 1.527 -2.025 -0.199 -0.061 0.134 0.470
H 1.933 -0.684 1.240 -0.098 0.063 -0.036 0.387
H 1.720 -0.605 -0.456 -0.055 0.009 0.169 0.436
H 0.686 2.625 -1.651 -0.221 -0.084 0.061 0.136
H 1.708 2.650 -0.178 0.206 0.038 -0.091 0.126
H -0.335 0.167 -1.466 0.032 0.113 -0.042 0.232
H -1.360 1.266 -0.361 0.219 0.105 -0.082 0.231
H -2.708 -0.752 -0.301 -0.110 -0.219 0.003 0.190
H -1.844 -1.277 1.156 0.193 0.166 0.031 0.181
H 0.572 1.573 2.207 -0.082 -0.075 0.018 0.251
H 0.113 -0.055 2.734 0.035 -0.030 -0.122 0.227
H -1.112 1.034 2.072 0.040 -0.005 -0.105 0.237
H -1.161 -2.139 -1.732 0.044 0.011 0.044 0.198
H -0.235 -2.607 -0.292 -0.062 0.076 -0.095 0.205
H -1.864 -3.209 -0.529 0.002 0.059 -0.016 0.205
```
Forces are in eV/Å.

***

# 5
Entry from the OMol25 dataset: the ion C6H10 with charge -1 (the ωB97M-V functional and the def2-TZVPD basis).

Properties
frontier orbital gap (alpha / beta): 0.1566 / 0.2464 Eh
spin multiplicity: 2
<S²>: 0.770
LUMO (alpha / beta): 4.53 / 4.48 eV
molar mass: 82.1 Da
electronic energy: -234.53500 hartree
charge: -1
max |F|: 1.08 eV/Å

```
16
Properties=species:S:1:pos:R:3:forces:R:3:lowdin_spin:R:1
C -1.455 -0.959 2.502 -0.610 -0.164 0.576 0.059
C -0.906 -0.212 1.328 -0.192 -0.507 0.091 0.279
C 0.112 -0.788 0.570 -0.003 1.074 0.105 0.127
C 0.780 -0.195 -0.536 -0.400 -0.290 0.609 0.125
C 0.469 0.949 -1.250 0.558 -0.052 -0.844 0.245
C 1.220 1.196 -2.543 0.156 0.320 0.094 0.042
H -0.679 -1.272 3.217 0.046 -0.174 -0.143 0.010
H -2.169 -0.391 3.117 0.187 0.296 -0.214 0.000
H -2.050 -1.858 2.246 0.281 -0.127 -0.077 0.018
H -1.447 0.682 1.051 0.217 0.126 -0.270 0.031
H 0.543 -1.701 0.974 0.085 -0.046 -0.047 0.011
H 1.722 -0.687 -0.772 -0.002 -0.051 -0.365 0.008
H -0.466 1.491 -1.183 -0.148 -0.178 0.416 0.025
H 2.034 0.474 -2.634 0.005 -0.133 -0.094 0.000
H 1.709 2.181 -2.650 -0.211 -0.021 0.158 0.008
H 0.582 1.092 -3.437 0.030 -0.074 0.004 0.012
```
Forces are in eV/Å.

***

# 6
Entry from the OMol25 dataset: the ion C6H8N5S with charge +1 (the ωB97M-V functional and the def2-TZVPD basis).

Properties
frontier orbital gap: 0.2917 Eh
spin multiplicity: 1
SMILES: CC1(C)N=NN=[N+]1c1nccs1
LUMO: -6.32 eV
molar mass: 182.2 Da
electronic energy: -904.96318 hartree
charge: +1
max |F|: 6.84 eV/Å

```
20
Properties=species:S:1:pos:R:3:forces:R:3:nbo_charge:R:1
C -1.001 -1.666 -0.851 2.310 1.959 -6.131 -0.530
C 0.391 -0.926 -1.140 0.028 -1.093 -0.326 0.149
C 0.413 0.302 -2.054 -1.006 -0.666 -1.628 -0.600
N 1.417 -1.799 -1.582 -0.112 -1.512 -0.374 -0.024
N 2.318 -1.926 -0.735 0.907 -0.344 -1.365 0.006
N 2.104 -1.064 0.331 -3.097 1.253 0.528 0.099
N 0.965 -0.546 0.098 0.437 2.757 4.473 -0.012
C 0.207 0.588 1.212 2.973 -3.150 -2.055 0.201
N -0.885 1.110 0.896 0.693 -1.061 -1.783 -0.432
C -1.247 1.887 1.923 -0.075 -0.310 0.254 -0.033
C -0.467 1.833 3.014 0.310 -0.038 -0.930 -0.392
S 0.923 0.876 2.734 -0.221 -0.280 -0.198 0.576
H -0.865 -2.512 -0.363 0.652 -3.688 2.688 0.228
H -1.354 -1.940 -1.887 0.003 0.456 1.149 0.257
H -1.540 -0.932 -0.419 -2.299 1.986 1.510 0.235
H 0.566 0.153 -3.174 -0.944 -0.458 1.593 0.284
H 1.249 0.852 -1.806 1.948 1.321 0.716 0.228
H -0.433 0.876 -1.747 -0.745 0.573 -0.473 0.252
H -2.102 2.415 1.711 -1.878 1.444 0.458 0.238
H -0.658 2.419 3.840 0.117 0.850 1.894 0.268
```
Forces are in eV/Å.